# C21H32N7O4PtS

A structure of composition C21H32N7O4PtS at a distorted geometry (ωB97M-V with the def2-TZVPD basis set, OMol25).

Geometry as ORCA input:
```
! wB97M-V def2-TZVPD RIJCOSX def2/J DEFGRID3
* xyz 3 1
Pt 0.04 -0.21 0.22
C -1.01 -3.08 4.96
N -0.74 -3.02 3.52
C -0.10 -2.05 2.90
N 0.27 -0.96 3.58
S 0.28 -2.30 1.21
H -1.46 -4.04 5.18
H -1.71 -2.29 5.25
H -0.09 -2.99 5.53
H -1.07 -3.78 2.95
H 0.04 -0.86 4.56
H 0.96 -0.32 3.22
C -0.57 2.89 -3.08
N -1.42 3.00 -1.89
C -2.56 3.92 -2.03
C -1.16 2.38 -0.76
C -2.07 2.57 0.41
O -0.10 1.68 -0.63
H -0.29 3.89 -3.40
H -1.13 2.41 -3.88
H 0.31 2.31 -2.85
H -2.83 3.97 -3.08
H -2.29 4.92 -1.69
H -3.42 3.56 -1.47
H -2.33 3.62 0.56
H -1.56 2.22 1.31
H -3.00 2.01 0.29
C 4.02 -2.84 -0.72
C 3.90 -1.91 -1.92
C 3.58 -0.43 -1.57
C 3.59 0.48 -2.82
C 3.38 1.95 -2.50
C 4.64 0.09 -0.58
O 5.79 0.12 -1.00
N 4.34 0.49 0.67
C 3.03 0.48 1.23
O 2.85 0.72 2.38
N 2.06 0.13 0.33
C 2.25 -0.34 -0.88
O 1.12 -0.66 -1.40
H 4.20 -3.86 -1.08
H 3.12 -2.86 -0.11
H 4.87 -2.58 -0.08
H 3.09 -2.24 -2.59
H 4.82 -1.91 -2.51
H 2.80 0.10 -3.48
H 4.54 0.32 -3.33
H 2.43 2.14 -1.99
H 3.39 2.53 -3.42
H 4.18 2.35 -1.88
H 5.08 0.80 1.29
N -3.55 -1.46 -1.40
C -2.25 -1.17 -1.44
N -1.85 -0.65 -0.29
C -2.97 -0.59 0.56
C -3.11 -0.14 1.87
C -4.37 -0.22 2.42
C -5.46 -0.74 1.70
C -5.32 -1.20 0.40
C -4.05 -1.11 -0.15
H -4.08 -1.88 -2.16
H -1.62 -1.36 -2.29
H -2.28 0.28 2.43
H -4.53 0.13 3.43
H -6.43 -0.78 2.17
H -6.16 -1.59 -0.15
*
```

The HOMO energy comes out at -17.825 eV. The frontier orbital gap is 4.7 eV.

Atom charges from the natural (NBO) analysis, given in e for atoms 1 to 4: 1.451, -0.450, -0.500, 0.359